105
Properties=species:S:1:pos:R:3:lowdin_charge:R:1 method="wB97M-V/def2-TZVPD" e_above_lowest_kcal_mol=62.70 homo_energy_ev=-8.9 smiles=COC[C@H](C)N.COC[C@H](C)N.COC[C@H](C)N.CCO.CCO.CCO.CCO.CCO.CCO orbital_gap_ev=9.43
C -5.44876 3.73287 2.52579 -0.09
O -5.41683 2.33122 2.19031 -0.21
C -5.01009 2.07062 0.85204 -0.20
C -4.78538 0.52062 0.73167 -0.42
C -3.77376 0.06747 1.74780 -0.05
N -4.39762 0.12030 -0.64715 0.05
H -6.10629 4.29093 1.80904 0.09
H -4.48324 4.20334 2.55331 0.07
H -5.90598 3.82732 3.52799 0.09
H -5.78060 2.45027 0.09609 0.14
H -4.10019 2.54282 0.72301 0.08
H -5.76294 0.10209 0.92907 0.13
H -3.80277 -0.99847 1.71305 0.08
H -4.08870 0.45436 2.68900 0.06
H -2.74394 0.45813 1.54581 0.07
H -3.56755 0.73429 -0.89989 0.08
H -5.15105 0.40166 -1.24559 0.05
C -0.83756 0.91646 4.49161 -0.15
O -0.06168 -0.12219 4.00506 -0.20
C 0.24901 -0.99432 5.06383 -0.21
C 1.48978 -1.78817 4.71888 -0.49
C 2.61599 -0.93108 4.30619 -0.08
N 1.36035 -2.79756 3.69581 0.05
H -1.78878 0.55601 4.90119 0.09
H -1.22695 1.47623 3.62800 0.08
H -0.27938 1.60443 5.18168 0.11
H 0.49082 -0.37509 5.94837 0.13
H -0.56874 -1.69292 5.25864 0.13
H 1.68224 -2.37232 5.62993 0.14
H 3.55636 -1.41398 4.11099 0.06
H 2.79740 -0.12117 5.07744 0.10
H 2.28390 -0.35462 3.35905 0.10
H 0.44428 -3.24462 3.67927 0.08
H 1.64074 -2.35444 2.82993 0.06
C 5.32357 -3.13317 1.28241 -0.12
O 4.76973 -2.14865 0.48169 -0.17
C 5.00042 -0.86371 0.88925 -0.28
C 4.67066 0.10951 -0.15226 -0.39
C 5.13374 1.57310 0.21901 -0.04
N 3.21073 0.21805 -0.19031 0.06
H 5.05775 -4.07861 0.79561 0.09
H 4.87798 -3.12854 2.29389 0.09
H 6.44605 -3.05114 1.37618 0.10
H 4.37295 -0.69958 1.79022 0.13
H 6.03818 -0.61733 1.18307 0.14
H 5.16536 -0.19468 -1.08116 0.15
H 4.47078 2.22248 -0.37628 0.08
H 6.16768 1.70312 -0.02530 0.06
H 4.89156 1.80341 1.27502 0.08
H 2.79626 -0.65759 0.02182 0.06
H 2.91944 0.26521 -1.14779 0.09
C 0.26692 0.04878 -7.04540 -0.08
C -0.43687 0.83406 -5.94434 -0.27
O -0.68537 0.18297 -4.64836 -0.13
H 1.26404 -0.26042 -6.78549 0.06
H 0.35309 0.81496 -7.83405 0.08
H -0.16164 -0.87171 -7.42922 0.07
H -1.32799 1.28444 -6.36555 0.11
H 0.19848 1.60535 -5.63816 0.09
H -1.65439 -0.06965 -4.73879 0.06
C 1.39272 4.10992 2.54090 -0.11
C 1.74976 2.69461 2.23867 -0.31
O 1.92851 2.44445 0.81567 -0.16
H 0.35818 4.41287 2.23357 0.08
H 2.08115 4.83810 2.03142 0.09
H 1.37307 4.22187 3.67126 0.09
H 0.91450 2.05078 2.59967 0.10
H 2.68745 2.47011 2.76002 0.11
H 2.43731 1.60710 0.63816 0.02
C -3.15710 -3.13765 -4.12162 -0.07
C -3.71066 -1.72263 -3.80392 -0.29
O -3.31063 -0.79199 -4.77652 -0.08
H -3.56203 -3.42300 -5.11176 0.07
H -3.45209 -3.93588 -3.38583 0.08
H -2.03703 -3.16865 -4.14170 0.08
H -3.25202 -1.34286 -2.90746 0.08
H -4.75326 -1.77470 -3.75762 0.09
H -3.76827 -0.98809 -5.57262 0.08
C 1.79300 -5.33135 -1.50410 -0.11
C 1.45681 -4.33835 -0.45374 -0.39
O 1.75565 -3.06150 -0.79699 -0.07
H 2.79546 -5.25424 -1.89349 0.07
H 1.24880 -5.16306 -2.41971 0.07
H 1.55030 -6.33522 -1.19795 0.07
H 2.09822 -4.56505 0.41051 0.11
H 0.38131 -4.63365 -0.17212 0.13
H 1.22270 -2.62966 -1.49229 0.07
C -1.13350 2.92925 -2.34701 -0.09
C -0.90750 3.51424 -0.97826 -0.32
O 0.31926 4.26189 -0.85448 -0.10
H -0.83866 3.67119 -3.09505 0.08
H -2.17890 2.69456 -2.47871 0.06
H -0.53977 2.01179 -2.56410 0.07
H -1.06991 2.72635 -0.29304 0.07
H -1.67188 4.26508 -0.85580 0.10
H 1.08823 3.67132 -0.59876 0.08
C -0.34937 0.04874 0.12817 -0.05
C -0.74561 -0.66033 -1.20104 -0.28
O 0.39938 -0.85167 -2.02650 -0.09
H 0.12166 -0.71682 0.73442 0.07
H -1.28320 0.35288 0.50921 0.01
H 0.35946 0.86668 0.03497 0.05
H -1.56083 -0.14501 -1.71438 0.08
H -1.19352 -1.65187 -0.89655 0.13
H 0.31162 -0.43169 -2.86642 0.04

108
Properties=species:S:1:pos:R:3:lowdin_charge:R:1 method="wB97M-V/def2-TZVPD" e_above_lowest_kcal_mol=52.31 homo_energy_ev=-9.3 smiles=COC[C@H](C)N.COC[C@H](C)N.COC[C@H](C)N.COC[C@H](C)N.COC[C@H](C)N.COC[C@H](C)N.O.O orbital_gap_ev=9.71
C -3.12366 1.22957 -2.15408 -0.10
O -4.09911 0.31583 -2.64810 -0.21
C -5.37384 0.41103 -2.05513 -0.23
C -6.43124 0.02345 -3.09258 -0.43
C -6.64766 1.08298 -4.16010 -0.05
N -7.71450 -0.15162 -2.36869 0.02
H -2.20576 0.94039 -2.66249 0.07
H -2.96875 1.02531 -1.08995 0.08
H -3.41379 2.25580 -2.37550 0.09
H -5.35134 -0.28374 -1.20328 0.12
H -5.61989 1.41172 -1.67275 0.13
H -6.03109 -0.95951 -3.36810 0.14
H -7.48426 0.68320 -4.73596 0.08
H -5.79708 1.20121 -4.83302 0.06
H -6.82913 2.06940 -3.74017 0.09
H -7.68135 -0.74597 -1.55018 0.06
H -8.30429 -0.63269 -3.04161 0.07
C 0.54342 2.95673 -5.45162 -0.10
O -0.24282 1.83058 -5.15445 -0.22
C -0.50358 0.88879 -6.16068 -0.19
C -1.82328 1.20641 -6.88243 -0.42
C -2.87559 1.85684 -5.96130 -0.07
N -2.39998 0.01332 -7.50931 0.03
H 0.02415 3.75451 -6.00276 0.08
H 1.32832 2.67499 -6.16435 0.09
H 0.88479 3.36859 -4.50657 0.08
H 0.35087 0.75680 -6.82947 0.13
H -0.69529 -0.07356 -5.67592 0.13
H -1.68099 1.96883 -7.65493 0.13
H -3.87336 2.02431 -6.37665 0.07
H -2.54590 2.84145 -5.61992 0.07
H -3.11049 1.22743 -5.09473 0.06
H -3.15006 0.32712 -8.11552 0.07
H -2.88125 -0.55284 -6.81610 0.07
C -1.42458 -6.58815 0.67528 -0.12
O -0.45537 -5.70217 1.21128 -0.18
C -0.23808 -6.02658 2.57742 -0.23
C 0.44942 -4.83632 3.25237 -0.44
C 0.81640 -5.24732 4.68425 -0.07
N -0.43110 -3.68153 3.35649 0.03
H -1.65280 -6.28685 -0.34631 0.09
H -2.35746 -6.60708 1.24537 0.08
H -1.02942 -7.60932 0.64381 0.09
H -1.15133 -6.14666 3.18073 0.12
H 0.27166 -6.99229 2.66383 0.13
H 1.37925 -4.62333 2.72315 0.14
H 1.16106 -4.35827 5.21244 0.08
H 1.61136 -5.99380 4.67690 0.08
H -0.03406 -5.63800 5.24776 0.08
H -1.33829 -3.94420 3.74404 0.08
H -0.76461 -3.43876 2.42042 0.06
C -0.62585 2.49295 4.19287 -0.09
O 0.13006 3.05983 3.12949 -0.23
C -0.72248 3.55280 2.11651 -0.20
C 0.06293 4.12087 0.91616 -0.38
C -0.64773 3.71225 -0.37912 -0.08
N 1.43963 3.56327 0.83191 0.05
H -1.28733 1.66903 3.91800 0.09
H -1.24969 3.32059 4.55545 0.09
H 0.05093 2.19228 4.98743 0.08
H -1.56511 2.92368 1.82078 0.12
H -1.15733 4.45092 2.59288 0.13
H 0.15658 5.20173 0.79008 0.13
H -0.92303 2.65362 -0.28972 0.06
H -0.02669 3.76839 -1.27578 0.07
H -1.56988 4.23884 -0.63913 0.08
H 1.46505 2.70424 0.28701 0.04
H 1.60141 3.25104 1.78817 0.05
C 7.02186 0.67849 4.18503 -0.11
O 5.78708 0.69460 4.82854 -0.20
C 4.75940 1.42413 4.22536 -0.22
C 3.50024 1.33694 5.08108 -0.40
C 3.76822 1.86852 6.47479 -0.08
N 3.09528 -0.08543 5.30751 0.04
H 7.47606 1.67416 4.08346 0.09
H 6.94772 0.19575 3.20463 0.09
H 7.74276 0.14680 4.80714 0.09
H 5.09090 2.46414 4.08332 0.13
H 4.51526 1.10784 3.19896 0.12
H 2.66618 1.86337 4.61659 0.12
H 2.95078 1.90694 7.19723 0.07
H 4.04834 2.93122 6.47666 0.08
H 4.59348 1.34265 6.95475 0.08
H 3.99622 -0.51525 5.54107 0.07
H 2.98578 -0.54118 4.40435 0.02
C 1.06294 0.69824 -2.00766 -0.09
O 1.59112 0.34253 -0.73988 -0.18
C 0.97316 -0.78643 -0.19918 -0.23
C 1.64219 -1.23963 1.08756 -0.39
C 1.75035 -0.03953 2.03728 -0.04
N 2.95257 -1.89677 0.85252 0.05
H 1.49647 0.11644 -2.82590 0.09
H 1.32729 1.72273 -2.26685 0.08
H -0.02133 0.58550 -2.00148 0.07
H -0.09560 -0.65397 0.02055 0.13
H 0.97112 -1.64915 -0.88408 0.13
H 0.95682 -1.98075 1.50523 0.12
H 2.39651 0.73970 1.63519 0.08
H 1.96517 -0.32459 3.05619 0.05
H 0.75517 0.41809 2.08554 0.08
H 3.51034 -1.79089 1.69240 0.08
H 3.39774 -1.32352 0.13889 0.09
O 4.36092 0.20992 -3.73228 -0.06
H 4.08753 1.10915 -3.52361 0.03
H 4.63978 -0.16094 -2.88861 0.03
O 2.68899 -4.46045 -0.54168 -0.09
H 1.81561 -4.60495 -0.91872 0.02
H 2.61385 -3.62679 -0.03573 -0.03